# 1
The following is a quantum chemistry calculation of 2 unconnected molecules or ions with the total composition C3H12NO at a distorted geometry, from the OMol25 dataset.

Last column: natural (NBO) charge in e.
Atoms and positions in Å:
C (-1.070, -0.335, 0.448)  -0.205
C (-2.234, -1.207, 0.429)  -0.737
N (0.058, -1.046, -0.389)  -0.722
H (-1.188, 0.743, -0.088)  0.251
H (-0.479, -0.111, 1.299)  0.232
H (-2.940, -0.706, -0.405)  0.276
H (-3.090, -0.876, 1.294)  0.296
H (-0.520, -1.811, -0.853)  0.449
H (0.636, -0.461, -1.001)  0.449
H (0.899, -1.451, 0.070)  0.445
H (-1.959, -2.312, 0.531)  0.251
C (2.141, 1.545, -0.562)  -0.278
O (1.218, 1.366, 0.489)  -0.777
H (1.597, 1.637, 1.370)  0.499
H (1.631, 1.087, -1.538)  0.149
H (3.232, 1.249, -0.554)  0.208
H (2.067, 2.686, -0.540)  0.214

For the orbital gap, the calculation gives 10.956 eV. The charge is +1. As for the energy relative to the best compared isomer or geometry (same formula, charge and spin): 3.5740 eV. The max |F| is 5.49 eV/A. As for the calculated total energy: -251.13901 Eh.

# 2
The following is a quantum chemistry calculation of 3 unconnected molecules or ions with the total composition C3H12NO2 at a distorted geometry, from the OMol25 dataset.

Last column: natural (NBO) charge in e.
Atoms and positions in Å:
C (1.786, -1.144, -1.288)  -0.682
C (0.356, -0.698, -1.547)  0.116
C (-0.478, -1.017, -2.561)  -0.362
N (0.101, 0.581, -0.826)  -0.755
H (2.444, -0.356, -1.770)  0.239
H (2.120, -1.186, -0.225)  0.236
H (1.829, -2.019, -1.969)  0.272
H (-1.356, -0.262, -2.755)  0.228
H (-0.438, -2.075, -3.029)  0.265
H (-0.379, 0.368, 0.110)  0.489
H (-0.414, 1.379, -1.394)  0.469
H (1.115, 0.869, -0.522)  0.448
H (-0.334, 0.992, 2.581)  0.531
H (0.814, 0.426, 1.759)  0.464
O (0.159, 1.130, 1.684)  -0.966
H (-2.912, 1.603, 4.004)  0.490
H (-2.103, 0.374, 4.227)  0.477
O (-2.309, 1.035, 3.520)  -0.960

For the orbital gap, the calculation gives 10.922 eV. The charge is +1. As for the energy relative to the best compared isomer or geometry (same formula, charge and spin): 2.2360 eV. The max |F| is 3.04 eV/A. As for the calculated total energy: -326.43093 Eh.

# 3
The following is a quantum chemistry calculation of 3 unconnected molecules or ions with the total composition C3H12NO2 at a distorted geometry, from the OMol25 dataset.

Last column: natural (NBO) charge in e.
Atoms and positions in Å:
C (-2.404, 2.083, 0.058)  -0.684
C (-1.141, 1.459, 0.412)  -0.112
C (-0.675, 0.264, 0.005)  -0.093
N (-0.321, 0.020, -1.512)  -0.765
H (-3.187, 1.433, 0.451)  0.258
H (-2.489, 2.277, -1.013)  0.236
H (-2.503, 3.012, 0.688)  0.249
H (-0.406, 1.962, 1.131)  0.237
H (-0.423, -0.525, 0.629)  0.220
H (-1.009, -0.234, -2.152)  0.411
H (0.250, -0.973, -1.233)  0.488
H (0.226, 0.752, -1.846)  0.419
H (1.690, -1.654, 0.528)  0.578
H (1.038, -2.815, -0.635)  0.527
O (1.042, -1.784, -0.461)  -1.026
H (3.327, -1.971, 2.402)  0.499
H (3.851, -1.368, 1.032)  0.509
O (3.134, -1.937, 1.515)  -0.952

For the orbital gap, the calculation gives 8.761 eV. The charge is +1. As for the energy relative to the best compared isomer or geometry (same formula, charge and spin): 4.4542 eV. The max |F| is 5.79 eV/A. As for the calculated total energy: -326.34942 Eh.

# 4
The following is a quantum chemistry calculation of 3 unconnected molecules or ions with the total composition C3H12NO2S at a distorted geometry, from the OMol25 dataset.

Last column: natural (NBO) charge in e.
Atoms and positions in Å:
C (-0.596, -0.315, 0.224)  -0.459
C (0.716, 0.529, 0.131)  -0.524
S (0.975, 1.167, -1.561)  -0.724
C (-0.385, -1.742, -0.269)  -0.237
N (-1.517, -2.657, 0.033)  -0.842
H (-1.252, 0.150, -0.517)  0.220
H (-1.040, -0.279, 1.221)  0.182
H (1.531, -0.132, 0.443)  0.166
H (0.607, 1.326, 0.876)  0.180
H (0.577, -2.188, 0.020)  0.164
H (-0.296, -1.799, -1.352)  0.214
H (-1.461, -3.031, 0.974)  0.337
H (-2.332, -2.076, 0.045)  0.343
H (-1.332, 2.951, -0.999)  0.478
H (-0.028, 3.447, -0.495)  0.490
O (-0.973, 3.549, -0.322)  -0.982
H (1.352, -0.761, 2.892)  0.479
H (0.708, -1.826, 1.868)  0.488
O (1.095, -1.660, 2.747)  -0.971

For the orbital gap, the calculation gives 6.675 eV. The charge is -1. As for the energy relative to the best compared isomer or geometry (same formula, charge and spin): 0.8504 eV. The max |F| is 1.71 eV/A. As for the calculated total energy: -724.95227 Eh.

# 5
The following is a quantum chemistry calculation of 2 unconnected molecules or ions with the total composition C3H12NO3Si at a distorted geometry, from the OMol25 dataset.

Last column: natural (NBO) charge in e.
Atoms and positions in Å:
C (0.907, -1.231, 0.726)  -0.611
C (1.556, -0.765, -0.557)  -0.486
C (1.015, 0.567, -1.010)  -0.329
N (1.457, 1.676, -0.107)  -0.728
O (-3.158, 0.948, -0.710)  -1.087
O (-1.713, 0.279, 1.530)  -1.127
O (-2.470, -1.707, -0.164)  -1.049
Si (-2.184, -0.024, 0.041)  2.297
H (-0.118, -1.635, 0.536)  0.212
H (1.447, -1.975, 1.232)  0.234
H (0.578, -0.415, 1.334)  0.183
H (1.205, -1.362, -1.328)  0.237
H (2.631, -0.714, -0.512)  0.196
H (1.384, 0.909, -1.994)  0.191
H (1.427, 1.367, 0.892)  0.433
H (0.973, 2.523, -0.335)  0.443
H (2.540, 1.799, -0.009)  0.400
H (-3.186, 1.855, -0.734)  0.536
H (-1.838, -0.210, 2.302)  0.540
H (-2.452, -1.883, -1.131)  0.516

For the orbital gap (alpha / beta), the calculation gives 7.177 / 7.174 eV. The charge is +1. As for the energy relative to the best compared isomer or geometry (same formula, charge and spin): 3.7391 eV. The max |F| is 4.17 eV/A. As for the calculated total energy: -691.22471 Eh.

# 6
The following is a quantum chemistry calculation of 3 unconnected molecules or ions with the total composition C3H12NO4 at a distorted geometry, from the OMol25 dataset.

Last column: natural (NBO) charge in e.
Atoms and positions in Å:
C (0.133, 1.839, -0.951)  -0.257
C (0.734, 2.162, 0.484)  -0.067
O (-0.267, 2.838, 1.188)  -0.765
N (-1.065, 0.961, -0.699)  -0.715
C (-0.709, -0.085, 0.360)  0.125
O (-0.146, -1.222, -0.069)  -0.974
H (0.830, 1.340, -1.624)  0.185
H (-0.187, 2.802, -1.344)  0.173
H (0.944, 1.271, 1.062)  0.175
H (1.565, 2.897, 0.498)  0.160
H (-1.165, 2.687, 0.813)  0.488
H (-1.375, 0.364, -1.489)  0.372
H (-0.333, 0.380, 1.257)  0.119
H (-1.772, -0.458, 0.700)  0.072
H (-0.800, -2.734, -0.998)  0.516
H (-1.250, -3.841, -0.357)  0.451
O (-1.065, -3.676, -1.278)  -0.995
H (2.528, -1.072, 1.211)  0.437
H (1.338, -1.734, 0.439)  0.517
O (2.250, -1.955, 0.830)  -1.017

For the orbital gap, the calculation gives 7.655 eV. The charge is -1. As for the energy relative to the best compared isomer or geometry (same formula, charge and spin): 1.5584 eV. The max |F| is 5.14 eV/A. As for the calculated total energy: -477.20236 Eh.

# 7
The following is a quantum chemistry calculation of a molecular structure, C3H12NO4 at a distorted geometry, from the OMol25 dataset.

Last column: natural (NBO) charge in e.
Atoms and positions in Å:
C (-1.312, -1.211, 0.188)  -0.040
O (-1.149, -1.361, -1.166)  -0.856
C (-0.305, -0.231, 0.873)  -0.143
C (-0.835, 1.117, 0.658)  -0.079
O (-0.016, 2.208, 1.007)  -0.764
N (0.040, -0.630, 2.294)  -0.838
H (-1.108, -2.226, 0.740)  0.129
H (-2.367, -0.827, 0.168)  0.145
H (0.677, -0.374, 0.355)  0.217
H (-1.086, 1.374, -0.386)  0.190
H (-1.842, 1.283, 1.134)  0.150
H (0.821, 2.144, 0.505)  0.492
H (0.879, -0.220, 2.663)  0.352
H (-0.679, -0.235, 2.844)  0.331
H (0.048, -1.290, -1.501)  0.495
H (0.628, -0.748, -3.032)  0.453
O (1.071, -1.090, -2.258)  -1.036
H (1.613, 0.018, -1.880)  0.498
H (2.905, 1.261, -1.737)  0.438
O (2.019, 1.038, -1.471)  -1.133

For the orbital gap, the calculation gives 8.368 eV. The charge is -1. As for the energy relative to the best compared isomer or geometry (same formula, charge and spin): 1.2971 eV. The max |F| is 3.01 eV/A. As for the calculated total energy: -477.21196 Eh.